Record 1
DFT (ωB97M-V with the def2-TZVPD basis set) results for C55H50BGeKN8O3 as an isolated structure.

Last column: Löwdin charge in e.
Element x y z (Å)
K -0.646 -0.512 -0.995  0.7723
N 3.904 -0.124 -0.241  0.1078
C 2.454 0.073 -0.321  -0.3413
N 1.729 -1.134 -0.506  0.0182
C 2.279 -2.275 -0.756  -0.3330
N 1.493 -3.395 -0.754  0.0217
N 0.464 -3.180 0.037  -0.0542
C -0.634 -3.855 -0.021  -0.1718
C -1.713 -3.509 0.887  -0.2912
C -2.997 -4.062 0.709  -0.0597
C -4.047 -3.635 1.496  -0.1106
C -3.816 -2.677 2.475  -0.1061
C -2.513 -2.217 2.618  -0.1597
N -1.495 -2.612 1.870  0.1225
C 3.704 -2.364 -1.111  -0.0864
C 4.290 -3.480 -1.683  -0.0433
C 5.637 -3.481 -2.024  -0.1271
C 6.401 -2.348 -1.782  -0.1255
C 5.832 -1.223 -1.206  -0.0419
C 4.476 -1.211 -0.868  -0.1982
H 4.440 0.722 -0.330  0.0870
H 2.215 0.746 -1.163  0.1327
H -0.838 -4.621 -0.778  0.0951
H -3.152 -4.808 -0.062  0.0945
H -5.039 -4.043 1.342  0.0913
H -4.611 -2.289 3.098  0.0870
H -2.270 -1.482 3.382  0.1068
H 3.666 -4.349 -1.851  0.0987
H 6.087 -4.353 -2.482  0.0822
H 7.455 -2.337 -2.036  0.0875
H 6.436 -0.345 -1.002  0.0997
C -3.530 2.452 -1.747  -0.1948
N -2.395 1.687 -2.231  0.0032
C -1.621 2.256 -3.082  -0.1576
C -0.478 1.662 -3.692  -0.3714
C 0.361 2.282 -4.642  -0.1183
C 1.351 1.354 -4.953  -0.1531
C 1.055 0.219 -4.175  -0.2363
N -0.037 0.391 -3.425  -0.0359
C -3.229 3.767 -1.056  -0.2032
C -1.997 4.013 -0.460  -0.0255
C -1.768 5.192 0.234  -0.0553
C -2.765 6.151 0.332  -0.1007
C -3.994 5.925 -0.274  -0.1124
C -4.219 4.742 -0.962  -0.0605
H -4.056 1.820 -1.024  0.0975
H -4.242 2.648 -2.563  0.1112
H -1.818 3.291 -3.408  0.1272
H 0.243 3.281 -5.043  0.0758
H 2.177 1.474 -5.640  0.0603
H 1.604 -0.715 -4.142  0.0841
H -1.205 3.278 -0.535  0.1089
H -0.802 5.348 0.696  0.0956
H -2.588 7.072 0.876  0.0907
H -4.777 6.672 -0.210  0.0883
H -5.183 4.575 -1.433  0.1021
O 0.453 0.818 0.655  -0.3327
N 0.009 1.854 1.519  0.0611
C 1.834 0.650 0.972  -0.2430
Ge 2.051 2.452 1.971  1.0227
C 1.970 4.024 0.760  -0.2370
C 2.004 5.338 1.228  -0.1258
C 1.956 6.413 0.351  -0.1173
C 1.878 6.195 -1.018  -0.1129
C 1.847 4.894 -1.503  -0.0827
C 1.895 3.826 -0.618  -0.0889
C 4.041 2.686 2.488  -0.2237
C 4.410 3.188 3.737  -0.1139
C 5.738 3.445 4.057  -0.1118
C 6.741 3.195 3.131  -0.1273
C 6.400 2.712 1.876  -0.1067
C 5.067 2.479 1.568  -0.1158
C 1.356 2.725 3.833  -0.2592
C 0.534 3.804 4.150  -0.1101
C 0.000 3.953 5.422  -0.0989
C 0.257 3.003 6.400  -0.1185
C 1.045 1.902 6.092  -0.1052
C 1.593 1.773 4.823  -0.1173
H 1.957 -0.136 1.733  0.1184
H 2.076 5.518 2.297  0.0911
H 1.971 7.426 0.737  0.0902
H 1.834 7.036 -1.701  0.0893
H 1.777 4.703 -2.567  0.0976
H 1.843 2.817 -1.009  0.0894
H 3.642 3.382 4.476  0.0816
H 5.994 3.848 5.031  0.0887
H 7.778 3.389 3.382  0.0858
H 7.172 2.521 1.139  0.0911
H 4.809 2.147 0.571  0.0694
H 0.278 4.521 3.378  0.0926
H -0.629 4.808 5.642  0.0939
H -0.173 3.112 7.389  0.0863
H 1.233 1.141 6.842  0.0910
H 2.217 0.912 4.602  0.1058
C -6.916 4.895 2.789  -0.0526
C -6.841 3.527 3.484  -0.5631
C -8.182 2.814 3.287  -0.0806
C -6.647 3.745 4.992  -0.0593
C -5.672 2.739 2.893  -0.1893
C -5.846 1.593 2.128  -0.0440
C -4.770 0.916 1.540  0.0010
C -3.508 1.420 1.734  -0.2197
O -2.321 0.973 1.266  0.1562
B -1.333 1.883 1.782  -0.7003
O -1.999 2.868 2.577  0.1707
C -3.316 2.568 2.512  -0.1882
C -4.371 3.232 3.089  0.0541
H -7.728 5.498 3.209  0.0767
H -7.096 4.770 1.720  0.0860
H -5.982 5.446 2.908  0.0763
H -8.988 3.403 3.731  0.0759
H -8.169 1.831 3.762  0.0844
H -8.407 2.685 2.227  0.0787
H -7.529 4.238 5.409  0.0748
H -5.779 4.372 5.200  0.0733
H -6.504 2.792 5.505  0.0882
H -6.832 1.179 1.967  0.0901
H -4.926 0.022 0.948  0.1174
H -4.181 4.127 3.668  0.1209

The electronic energy comes out at -149430.081 eV. As for the charge: -2. For the energy above the lowest of the compared OMol25 structures with the same formula, charge and spin, the calculation gives 1.00 kcal/mol.

Record 2
DFT (ωB97M-V with the def2-TZVPD basis set) results for C55H50N5O5P2S3SeY as an isolated structure.

Last column: Löwdin charge in e.
Element x y z (Å)
Y 0.436 1.288 1.047  1.1959
O -0.186 -1.347 -1.850  -0.5854
S -1.470 -1.273 -1.082  0.8990
C -2.091 -2.975 -1.126  -0.2841
C -2.746 -3.458 -2.232  -0.0571
C -3.355 -4.727 -2.263  -0.0052
C -3.315 -5.497 -1.135  -0.1471
C -3.911 -6.844 -0.816  -0.0984
C -3.481 -7.136 0.645  -0.0992
C -2.658 -5.941 1.054  -0.1536
C -2.005 -5.635 2.215  -0.0042
C -1.262 -4.444 2.274  -0.0823
C -1.180 -3.538 1.237  -0.2763
P -0.085 -2.048 1.411  1.0276
C -0.967 -1.303 2.832  -0.4834
C -2.105 -0.574 2.524  -0.2099
C -2.817 0.158 3.533  -0.1353
C -2.558 -0.042 4.839  -0.0743
C -1.545 -1.061 5.280  -0.3453
C -0.443 -1.279 4.226  -0.5331
C 1.471 -2.802 2.032  -0.3493
C 2.489 -1.952 2.468  -0.1393
C 3.763 -2.436 2.706  -0.0770
C 4.050 -3.779 2.508  -0.0862
C 3.053 -4.629 2.058  -0.0802
C 1.780 -4.143 1.798  -0.0865
C -1.926 -3.791 0.039  -0.1263
C -2.605 -5.027 -0.012  -0.0859
C -2.708 -0.466 -2.127  -0.3159
C -4.012 -0.696 -1.746  -0.0768
C -5.116 -0.256 -2.500  -0.0014
C -4.869 0.397 -3.676  -0.1474
C -5.792 0.980 -4.717  -0.0968
C -4.849 1.551 -5.809  -0.0968
C -3.461 1.399 -5.236  -0.1502
C -2.240 1.836 -5.667  0.0040
C -1.121 1.622 -4.837  -0.0591
C -1.174 0.923 -3.648  -0.2830
P 0.129 1.193 -2.372  1.1239
C 0.286 3.067 -2.504  -0.5342
C 1.116 3.646 -3.600  -0.0683
C 0.756 4.768 -4.224  -0.0761
C -0.474 5.485 -3.897  -0.0805
C -1.345 5.007 -3.009  -0.0424
C -1.085 3.755 -2.245  -0.2628
C 1.652 0.659 -3.221  -0.3718
C 2.869 1.096 -2.689  -0.1432
C 4.067 0.696 -3.256  -0.0828
C 4.066 -0.155 -4.355  -0.0843
C 2.863 -0.613 -4.869  -0.0731
C 1.659 -0.213 -4.303  -0.0745
C -2.417 0.343 -3.249  -0.1439
C -3.537 0.677 -4.033  -0.0874
H -2.819 -2.834 -3.113  0.1197
H -3.871 -5.045 -3.159  0.1161
H -3.540 -7.607 -1.501  0.1195
H -4.996 -6.822 -0.921  0.1194
H -2.898 -8.056 0.716  0.1186
H -4.346 -7.248 1.301  0.1193
H -2.027 -6.299 3.071  0.1173
H -0.702 -4.238 3.180  0.1145
H -2.476 -0.540 1.505  0.0503
H -3.552 0.887 3.218  0.1001
H -3.063 0.494 5.631  0.1059
H -2.040 -2.026 5.456  0.1628
H 0.149 -2.161 4.466  0.0876
H 2.280 -0.899 2.607  0.0321
H 4.545 -1.756 3.021  0.1014
H 5.048 -4.157 2.689  0.1020
H 3.271 -5.675 1.885  0.1028
H 1.024 -4.810 1.409  0.0947
H -4.199 -1.274 -0.847  0.1190
H -6.123 -0.457 -2.159  0.1178
H -6.395 1.773 -4.272  0.1219
H -6.478 0.229 -5.109  0.1179
H -5.072 2.593 -6.041  0.1186
H -4.929 0.986 -6.740  0.1202
H -2.129 2.391 -6.590  0.1174
H -0.180 2.074 -5.124  0.1063
H 2.028 3.130 -3.869  0.0945
H 1.377 5.166 -5.018  0.1014
H -0.671 6.419 -4.408  0.0991
H -2.262 5.534 -2.772  0.1125
H -1.967 3.107 -2.238  0.1366
H 2.857 1.757 -1.829  0.0982
H 5.006 1.044 -2.843  0.1055
H 5.001 -0.461 -4.805  0.1024
H 2.862 -1.286 -5.716  0.1042
H 0.724 -0.587 -4.700  0.1061
O 2.240 -0.484 -0.289  -0.1318
H 1.528 -0.863 -0.845  -0.0099
H 3.068 -0.705 -0.722  0.0624
Se -1.208 4.515 0.701  0.5197
C -0.478 3.948 -0.867  -0.9378
N 0.698 3.434 -1.111  -0.0040
O 1.190 -1.807 6.608  -0.2947
S 0.622 -0.496 6.514  0.4258
O 1.010 0.494 7.459  -0.2888
O -0.973 -0.619 6.540  -0.2374
S 0.735 0.135 4.533  0.8362
C 2.664 4.004 1.993  -0.1965
N 2.850 2.615 2.493  -0.1142
C 4.267 2.255 2.305  -0.1784
N 5.168 3.172 2.995  -0.0866
C 4.922 4.528 2.487  -0.1711
N 3.535 4.943 2.686  -0.0864
C 3.234 4.887 4.117  -0.1628
N 3.447 3.544 4.665  -0.0801
C 2.583 2.617 3.949  -0.2443
C 4.838 3.161 4.424  -0.1672
H 1.623 4.303 2.138  0.0761
H 2.887 4.026 0.924  0.1160
H 4.499 2.269 1.237  0.1244
H 4.426 1.245 2.690  0.1216
H 5.155 4.554 1.420  0.1262
H 5.579 5.224 3.013  0.1255
H 2.192 5.172 4.272  0.1316
H 3.880 5.591 4.645  0.1266
H 1.540 2.895 4.121  0.1093
H 2.744 1.609 4.337  0.0593
H 5.008 2.157 4.821  0.1287
H 5.492 3.864 4.942  0.1262

The electronic energy comes out at -193001.395 eV.

no.,largest force on an atom (eV/A)
1,1.5
2,1.7